--- A ---
Molecular formula: C50H69AsN3O5P2Si2TeZr
Method: DFT, the ωB97M-V functional and the def2-TZVPD basis

```
134
Properties=species:S:1:pos:R:3
Zr 1.07 -0.48 -0.74
O 1.76 -0.53 -2.91
C 1.32 -0.78 -4.26
C 0.65 0.43 -4.94
C 0.08 1.48 -3.95
C 1.18 2.40 -3.51
C 1.65 3.37 -4.40
C 2.77 4.11 -4.07
C 3.42 3.81 -2.89
C 2.88 2.84 -2.06
N 1.75 2.17 -2.33
H 2.46 0.15 -2.95
H 0.62 -1.62 -4.18
H 2.17 -1.11 -4.86
H -0.15 0.06 -5.58
H 1.37 0.93 -5.58
H -0.37 0.99 -3.08
H -0.69 2.06 -4.46
H 1.15 3.51 -5.34
H 3.15 4.88 -4.73
H 4.34 4.30 -2.60
H 3.40 2.56 -1.15
O 2.68 0.52 -0.61
N 2.64 0.87 0.77
N 2.33 -0.30 1.41
O 0.93 -0.59 1.22
C 2.88 -0.54 2.67
C 4.12 0.03 3.00
C 4.72 -0.30 4.19
C 4.12 -1.20 5.07
C 2.90 -1.77 4.73
C 2.28 -1.44 3.54
H 4.59 0.72 2.31
H 5.68 0.13 4.44
H 4.61 -1.46 5.99
H 2.43 -2.46 5.41
H 1.34 -1.90 3.25
O -0.77 0.43 -0.99
P -2.18 -0.09 -0.74
C -2.12 -1.34 0.60
P -1.06 -2.73 0.01
O -0.05 -2.16 -0.97
C -2.06 -3.91 -0.91
C -1.60 -4.29 -2.17
C -2.32 -5.19 -2.93
C -3.49 -5.73 -2.43
C -3.94 -5.38 -1.17
C -3.22 -4.48 -0.40
C -0.37 -3.52 1.49
C -0.69 -3.12 2.79
C -0.27 -3.89 3.87
C 0.46 -5.05 3.67
C 0.78 -5.44 2.38
C 0.37 -4.68 1.30
C -3.29 1.25 -0.27
C -4.02 1.28 0.91
C -4.94 2.30 1.12
C -5.14 3.26 0.14
C -4.40 3.24 -1.03
C -3.48 2.24 -1.24
C -2.95 -0.88 -2.17
C -4.34 -1.02 -2.15
C -4.99 -1.61 -3.22
C -4.26 -2.08 -4.30
C -2.88 -1.95 -4.32
C -2.23 -1.35 -3.25
H -3.11 -1.69 0.86
H -1.65 -0.86 1.46
H -0.68 -3.86 -2.55
H -1.96 -5.49 -3.90
H -4.06 -6.43 -3.03
H -4.84 -5.81 -0.78
H -3.54 -4.23 0.60
H -1.26 -2.23 2.97
H -0.53 -3.58 4.87
H 0.76 -5.65 4.51
H 1.33 -6.36 2.22
H 0.58 -5.01 0.29
H -3.90 0.51 1.66
H -5.51 2.33 2.03
H -5.88 4.03 0.29
H -4.57 3.99 -1.79
H -2.89 2.19 -2.15
H -4.91 -0.66 -1.30
H -6.06 -1.70 -3.21
H -4.77 -2.53 -5.14
H -2.32 -2.32 -5.16
H -1.15 -1.23 -3.25
C 4.57 -2.05 -1.76
As 2.88 -2.54 -0.84
C 2.60 -4.22 -1.86
C 3.69 -3.30 0.80
H 5.32 -2.84 -1.64
H 4.96 -1.11 -1.36
H 4.37 -1.93 -2.83
H 3.40 -4.94 -1.66
H 2.61 -4.01 -2.93
H 1.64 -4.68 -1.61
H 4.24 -4.22 0.58
H 2.92 -3.53 1.54
H 4.37 -2.57 1.23
C -1.19 3.69 4.54
Si -0.27 2.07 4.21
C -1.29 0.87 3.12
C 0.34 1.19 5.78
C 1.27 2.31 3.05
Te 0.90 2.08 0.95
C 1.71 4.01 0.64
Si 0.20 5.18 0.28
C 0.41 6.78 1.27
C 0.23 5.39 -1.61
C -1.50 4.40 0.71
H -2.07 3.50 5.15
H -1.51 4.21 3.64
H -0.56 4.37 5.11
H -2.15 0.45 3.62
H -0.61 0.06 2.85
H -1.62 1.39 2.22
H -0.50 0.92 6.42
H 0.98 1.84 6.36
H 0.90 0.28 5.58
H 2.00 1.53 3.29
H 1.75 3.27 3.20
H 2.36 4.04 -0.22
H 2.28 4.32 1.51
H 1.35 7.27 1.05
H 0.35 6.62 2.35
H -0.37 7.48 1.00
H 1.18 5.80 -1.95
H -0.54 6.08 -1.93
H 0.07 4.44 -2.12
H -1.91 4.80 1.63
H -1.44 3.31 0.81
H -2.21 4.62 -0.07
```

Properties
E_HOMO = -14.86 eV
Kohn-Sham gap = 7.1 eV
Net charge = +3
LUMO energy = -7.745 eV


--- B ---
Molecular formula: C50H69AsN3O5P2Si2TeZr
Method: DFT, the ωB97M-V functional and the def2-TZVPD basis

```
134
Properties=species:S:1:pos:R:3
Zr 0.47 0.50 0.20
O 2.69 0.99 -0.51
C 3.45 2.11 -0.98
C 3.08 2.47 -2.42
C 1.56 2.49 -2.65
C 0.90 3.36 -1.62
C 0.70 4.72 -1.88
C 0.31 5.57 -0.87
C 0.21 5.04 0.42
C 0.38 3.68 0.59
N 0.65 2.83 -0.41
H 2.91 0.25 -1.10
H 4.52 1.88 -0.91
H 3.24 2.94 -0.29
H 3.52 1.74 -3.11
H 3.51 3.44 -2.66
H 1.18 1.47 -2.61
H 1.39 2.89 -3.65
H 0.86 5.09 -2.88
H 0.14 6.62 -1.05
H 0.00 5.67 1.26
H 0.36 3.27 1.60
O 0.43 -0.15 -1.65
N -0.74 -0.96 -1.74
N -0.98 -1.54 -0.59
O -1.08 -0.63 0.45
C -1.74 -2.71 -0.54
C -2.47 -3.02 0.61
C -3.12 -4.23 0.70
C -3.05 -5.14 -0.35
C -2.35 -4.81 -1.50
C -1.69 -3.60 -1.60
H -2.50 -2.32 1.44
H -3.70 -4.47 1.58
H -3.53 -6.11 -0.26
H -2.31 -5.51 -2.32
H -1.14 -3.35 -2.49
O 1.63 -1.26 0.36
P 2.85 -1.85 1.03
C 3.04 -1.06 2.70
P 1.64 0.06 3.12
O 1.35 1.00 1.96
C 0.23 -0.98 3.60
C -0.56 -0.59 4.69
C -1.52 -1.45 5.19
C -1.72 -2.70 4.61
C -0.94 -3.08 3.53
C 0.03 -2.23 3.02
C 2.22 1.03 4.52
C 2.71 2.31 4.28
C 3.18 3.08 5.33
C 3.18 2.57 6.62
C 2.71 1.29 6.86
C 2.23 0.51 5.82
C 2.65 -3.64 1.11
C 1.62 -4.17 0.34
C 1.45 -5.54 0.27
C 2.32 -6.38 0.95
C 3.35 -5.85 1.71
C 3.53 -4.48 1.80
C 4.38 -1.51 0.12
C 5.61 -1.47 0.77
C 6.77 -1.28 0.03
C 6.71 -1.12 -1.34
C 5.49 -1.19 -2.00
C 4.33 -1.41 -1.27
H 3.94 -0.44 2.70
H 3.15 -1.81 3.48
H -0.40 0.37 5.16
H -2.11 -1.16 6.04
H -2.47 -3.36 5.00
H -1.08 -4.05 3.09
H 0.64 -2.58 2.20
H 2.71 2.70 3.27
H 3.55 4.07 5.14
H 3.55 3.17 7.43
H 2.71 0.89 7.87
H 1.86 -0.48 6.00
H 0.96 -3.50 -0.19
H 0.65 -5.95 -0.33
H 2.19 -7.45 0.88
H 4.03 -6.51 2.24
H 4.34 -4.07 2.38
H 5.67 -1.60 1.84
H 7.73 -1.27 0.54
H 7.62 -0.96 -1.91
H 5.45 -1.11 -3.07
H 3.38 -1.55 -1.79
C -3.11 0.52 2.62
As -1.67 1.61 1.82
C -2.93 2.76 0.80
C -1.48 2.83 3.39
H -3.97 1.16 2.84
H -2.78 0.06 3.55
H -3.43 -0.28 1.95
H -3.57 3.31 1.49
H -3.57 2.14 0.17
H -2.40 3.49 0.17
H -1.59 3.88 3.10
H -0.50 2.71 3.85
H -2.24 2.59 4.13
C -1.31 3.43 -4.70
Si -1.05 1.70 -5.46
C -2.19 1.37 -6.94
C 0.78 1.35 -5.91
C -1.46 0.39 -4.08
Te -1.74 1.04 -2.05
C -3.80 1.54 -2.51
Si -5.14 0.21 -2.09
C -4.61 -0.53 -0.40
C -6.80 1.11 -1.93
C -5.07 -1.15 -3.41
H -0.60 4.16 -5.08
H -1.25 3.41 -3.61
H -2.30 3.82 -4.96
H -1.92 2.01 -7.78
H -3.24 1.56 -6.72
H -2.10 0.34 -7.28
H 1.32 2.24 -6.22
H 0.82 0.66 -6.75
H 1.34 0.88 -5.10
H -0.67 -0.36 -4.03
H -2.40 -0.12 -4.31
H -3.82 1.79 -3.57
H -4.01 2.46 -1.96
H -5.18 -0.10 0.42
H -3.55 -0.35 -0.22
H -4.77 -1.60 -0.37
H -6.80 1.87 -1.16
H -7.58 0.40 -1.69
H -7.08 1.59 -2.86
H -4.13 -1.69 -3.41
H -5.24 -0.75 -4.41
H -5.86 -1.87 -3.23
```

Properties
E_HOMO = -14.66 eV
Kohn-Sham gap = 6.6 eV
Net charge = +3
LUMO energy = -8.090 eV


Least stable of them? A.


--- A ---
Molecular formula: C6H8O3
Method: DFT, the ωB97M-V functional and the def2-TZVPD basis

```
17
Properties=species:S:1:pos:R:3
C 0.10 -0.32 -1.31
C 1.57 -0.22 -0.84
C -0.50 -0.01 0.05
C 1.18 0.04 0.60
C -2.42 -0.20 0.11
C 0.22 1.14 0.74
O 1.71 -0.70 1.59
O -1.36 -0.89 0.73
O -2.85 -0.33 -1.02
H 1.28 -0.50 2.43
H -3.08 0.12 0.94
H -0.20 0.38 -2.09
H -0.16 -1.33 -1.62
H 2.15 0.59 -1.28
H 2.13 -1.15 -0.93
H -0.14 1.34 1.75
H 0.37 2.03 0.14
```

Properties
E_HOMO = -7.75 eV
Kohn-Sham gap = 8.3 eV
LUMO energy = 0.576 eV


--- B ---
Molecular formula: C6H8O3
Method: DFT, the ωB97M-V functional and the def2-TZVPD basis

```
17
Properties=species:S:1:pos:R:3
C -1.49 1.25 0.00
C -0.31 0.72 -0.78
O 0.09 1.26 -1.80
C 0.02 -0.80 -0.56
C -0.55 -1.44 0.71
C 1.50 -0.73 -0.45
O 2.39 -1.27 -0.99
C 1.83 0.77 0.33
O 1.35 1.14 1.36
H -2.38 0.66 -0.22
H -1.66 2.29 -0.28
H -1.31 1.19 1.07
H -0.26 -1.36 -1.45
H -0.27 -0.88 1.60
H -1.63 -1.47 0.66
H -0.16 -2.45 0.82
H 2.81 1.13 -0.04
```

Properties
E_HOMO = -9.23 eV
Kohn-Sham gap = 9.1 eV
SMILES string = CC(=O)[C@H](C)C(=O)C=O
LUMO energy = -0.099 eV


Least stable of them? A.


--- A ---
Molecular formula: C5H12NO2
Method: DFT, the ωB97M-V functional and the def2-TZVPD basis

```
20
Properties=species:S:1:pos:R:3
C -2.73 -0.94 0.50
C -2.15 0.16 -0.35
O -0.72 -0.19 -0.41
C 0.28 0.60 -0.31
O 0.13 2.11 -0.66
N 1.43 0.15 -0.02
C 1.53 -1.33 0.23
C 2.65 0.91 0.02
H -3.73 -0.71 0.77
H -2.72 -1.87 -0.15
H -2.02 -1.04 1.42
H -2.11 1.18 0.02
H -2.36 0.13 -1.41
H -0.69 2.58 -0.62
H 1.48 -1.49 1.25
H 2.35 -1.75 -0.28
H 0.65 -1.94 -0.05
H 3.42 0.37 -0.36
H 2.99 1.28 0.92
H 2.32 1.80 -0.50
```

Properties
E_HOMO = -15.22 eV
Kohn-Sham gap = 12.0 eV
SMILES string = CCOC(O)=[N+](C)C
Net charge = +1
LUMO energy = -3.176 eV


--- B ---
Molecular formula: C5H12NO2
Method: DFT, the ωB97M-V functional and the def2-TZVPD basis

```
20
Properties=species:S:1:pos:R:3
C 1.44 0.09 1.91
C 0.72 -0.55 0.83
N 1.74 -1.38 0.06
C 0.10 0.45 -0.18
C -1.45 0.39 -0.27
C -2.12 0.94 -1.58
O -1.85 2.13 -1.88
O -2.90 0.04 -2.24
H 1.12 1.20 1.99
H 2.55 0.26 1.68
H 1.29 -0.40 2.87
H -0.09 -1.14 1.06
H 2.56 -0.82 -0.35
H 2.01 -2.20 0.55
H 1.23 -1.68 -0.81
H 0.41 0.28 -1.15
H 0.32 1.45 0.02
H -1.82 -0.60 -0.16
H -1.83 1.00 0.60
H -3.45 0.53 -2.96
```

Properties
E_HOMO = -13.55 eV
Kohn-Sham gap = 9.8 eV
SMILES string = C[C@H]([NH3+])CCC(=O)O
Net charge = +1
LUMO energy = -3.774 eV


Least stable of them? A.


--- A ---
Molecular formula: C5H12NO2
Method: DFT, the ωB97M-V functional and the def2-TZVPD basis

```
20
Properties=species:S:1:pos:R:3
N -0.86 1.47 -1.36
C -1.05 0.69 -0.03
C -2.56 0.45 0.15
O -3.25 1.41 -0.03
C -0.23 -0.58 0.09
C 1.26 -0.41 -0.30
C 2.14 -0.75 0.90
O 2.14 -2.13 1.22
H 0.15 1.58 -1.49
H -1.38 1.04 -2.12
H -1.14 2.43 -1.15
H -0.83 1.39 0.80
H -2.96 -0.53 0.37
H -0.68 -1.50 -0.26
H -0.22 -0.76 1.17
H 1.52 0.51 -0.81
H 1.58 -1.21 -0.98
H 3.18 -0.62 0.49
H 1.91 -0.10 1.78
H 1.28 -2.39 1.56
```

Properties
E_HOMO = -14.02 eV
Kohn-Sham gap = 9.8 eV
SMILES string = [NH3+][C@@H](C=O)CCCO
Net charge = +1
LUMO energy = -4.240 eV


--- B ---
Molecular formula: C5H12NO2
Method: DFT, the ωB97M-V functional and the def2-TZVPD basis

```
20
Properties=species:S:1:pos:R:3
C -0.96 -1.76 1.39
C -1.53 -1.13 0.13
C -0.57 -0.33 -0.76
C 0.17 0.85 -0.17
N 1.34 0.32 0.72
C 0.87 1.56 -1.37
O 1.12 1.21 -2.48
O 1.12 2.83 -0.99
H 0.14 -2.00 1.29
H -1.34 -2.77 1.61
H -1.04 -1.13 2.30
H -2.32 -0.41 0.36
H -1.98 -1.91 -0.55
H 0.14 -0.96 -1.32
H -1.20 0.13 -1.56
H -0.43 1.60 0.34
H 1.17 -0.64 1.05
H 1.51 0.94 1.51
H 2.19 0.27 0.14
H 1.60 3.33 -1.66
```

Properties
E_HOMO = -15.16 eV
Kohn-Sham gap = 11.4 eV
SMILES string = CCC[C@@H]([NH3+])C(=O)O
Net charge = +1
LUMO energy = -3.737 eV


--- C ---
Molecular formula: C5H12NO2
Method: DFT, the ωB97M-V functional and the def2-TZVPD basis

```
20
Properties=species:S:1:pos:R:3
C -2.04 1.31 0.18
C -2.41 -0.02 -0.57
C -1.39 -1.07 -0.33
O -0.01 -0.42 -0.50
C 0.89 -0.47 0.44
N 2.23 -1.00 0.12
C 2.21 0.42 0.01
O 2.96 1.10 0.92
H -1.43 1.10 1.03
H -1.36 1.84 -0.51
H -2.87 1.95 0.35
H -2.53 0.16 -1.64
H -3.34 -0.36 -0.15
H -1.44 -1.46 0.69
H -1.38 -1.96 -0.92
H 0.79 -0.56 1.48
H 2.36 -1.48 -0.85
H 2.96 -1.49 0.79
H 2.06 0.94 -0.99
H 3.73 1.49 0.45
```

Properties
E_HOMO = -14.26 eV
Kohn-Sham gap = 10.9 eV
SMILES string = CCCO[C@H]1[NH2+][C@@H]1O
Net charge = +1
LUMO energy = -3.347 eV


--- D ---
Molecular formula: C5H12NO2
Method: DFT, the ωB97M-V functional and the def2-TZVPD basis

```
20
Properties=species:S:1:pos:R:3
O -1.30 -0.03 -1.79
C -1.98 -0.77 -1.13
C -2.13 -0.61 0.37
C -1.35 0.52 1.02
C 0.11 0.53 0.70
C 1.10 0.94 1.45
N 2.47 0.95 0.83
H -2.48 -1.66 -1.56
H -3.19 -0.52 0.58
H -1.93 -1.61 0.76
H -1.73 1.43 0.54
H -1.63 0.60 2.07
H 0.28 0.20 -0.31
H 1.11 1.45 2.39
H 2.41 0.77 -0.18
H 2.94 0.12 1.18
H 3.04 1.72 1.17
H 2.09 -2.09 -1.58
H 1.64 -0.72 -2.03
O 1.88 -1.21 -1.23
```

Properties
E_HOMO = -13.20 eV
Kohn-Sham gap = 9.9 eV
Net charge = +1
LUMO energy = -3.250 eV


Least stable of them? C.


--- A ---
Molecular formula: C5H12NO2
Method: DFT, the ωB97M-V functional and the def2-TZVPD basis

```
20
Properties=species:S:1:pos:R:3
C 0.81 2.92 -0.86
C 1.55 1.64 -0.33
C 0.83 0.33 -0.63
C -0.13 -0.09 0.48
N -1.50 0.48 0.46
C -0.36 -1.56 0.23
O -1.07 -1.99 -0.62
O 0.02 -2.32 1.26
H 0.06 3.28 -0.08
H 0.22 2.70 -1.85
H 1.59 3.53 -1.30
H 2.02 1.79 0.64
H 2.41 1.60 -0.99
H 0.20 0.35 -1.48
H 1.57 -0.50 -0.83
H 0.50 0.06 1.43
H -2.14 0.03 1.14
H -1.85 0.51 -0.51
H -1.46 1.48 1.01
H -0.39 -3.21 1.18
```

Properties
E_HOMO = -15.00 eV
Kohn-Sham gap = 11.0 eV
SMILES string = CCC[C@@H]([NH3+])C(=O)O
Net charge = +1
LUMO energy = -3.996 eV


--- B ---
Molecular formula: C5H12NO2
Method: DFT, the ωB97M-V functional and the def2-TZVPD basis

```
20
Properties=species:S:1:pos:R:3
C 1.57 1.10 0.91
C 0.38 0.17 1.09
N 0.88 -1.03 1.88
C -0.09 -0.35 -0.26
C -1.15 0.57 -0.89
C -1.86 -0.01 -2.07
O -2.98 0.25 -2.39
O -1.02 -0.77 -2.80
H 2.48 0.58 0.70
H 1.79 1.79 1.73
H 1.41 1.81 0.10
H -0.41 0.70 1.58
H 1.63 -1.46 1.35
H 1.09 -0.78 2.84
H 0.07 -1.65 1.99
H -0.52 -1.37 -0.22
H 0.75 -0.58 -0.94
H -1.83 0.81 -0.07
H -0.71 1.54 -1.11
H -1.46 -1.33 -3.45
```

Properties
E_HOMO = -13.72 eV
Kohn-Sham gap = 10.0 eV
SMILES string = C[C@H]([NH3+])CCC(=O)O
Net charge = +1
LUMO energy = -3.762 eV


Least stable of them? A.